The following is a DFT calculation (the ωB97M-V functional and the def2-TZVPD basis) of a molecular structure, C28H36IrN12S2 in a non-equilibrium geometry.

Structure (XYZ):
```
79
Properties=species:S:1:pos:R:3
Ir 0.8726 -0.1224 0.8147
C -1.4467 1.3134 -4.2144
C -0.2652 0.6883 -4.9709
C -0.0956 1.4263 -6.3027
C -0.5648 -0.7979 -5.2479
C 0.9961 0.7411 -4.1197
C 2.2697 1.0176 -4.7156
C 3.4515 1.0663 -3.9969
C 3.3802 0.8259 -2.6375
S 4.6502 0.8567 -1.4739
C 3.5139 0.4892 -0.2458
N 2.2497 0.3302 -0.6729
C 2.1316 0.5240 -2.0131
C 0.9527 0.4913 -2.7651
C 3.7279 0.3472 1.1455
C 4.9708 0.4804 1.7923
C 5.0337 0.3618 3.1603
C 3.8619 0.1080 3.8807
C 2.6246 -0.0186 3.2526
C 2.5417 0.1007 1.8783
H -2.3164 1.3394 -4.8695
H -1.2299 2.3380 -3.9071
H -1.7238 0.7371 -3.3281
H -1.0454 1.4178 -6.8358
H 0.6314 0.9457 -6.9577
H 0.1891 2.4704 -6.1597
H -1.5129 -0.8822 -5.7800
H -0.6322 -1.3674 -4.3173
H 0.2064 -1.2546 -5.8699
H 2.3128 1.2135 -5.7777
H 4.3863 1.2969 -4.4903
H 0.0123 0.2988 -2.2618
H 5.8687 0.6649 1.2141
H 5.9781 0.4527 3.6785
H 3.9204 0.0009 4.9573
H 1.7459 -0.2341 3.8408
N 1.9983 -4.1580 1.2292
C 2.2314 -3.0308 0.5675
N 1.2675 -2.1705 0.8759
C 0.5004 -2.8455 1.7871
N 0.9102 -4.0603 2.0132
C -0.5781 -2.1217 2.4403
C -1.5673 -2.7011 3.2177
N -2.5620 -1.9778 3.7191
C -2.5672 -0.6782 3.4527
C -1.5721 -0.0747 2.6933
N -0.5643 -0.7970 2.1998
H 2.5282 -5.0217 1.2061
H 3.0511 -2.8803 -0.1162
H -1.5512 -3.7651 3.4239
H -3.3850 -0.0896 3.8503
H -1.5873 0.9782 2.4573
C 0.1631 4.9623 5.1328
C 0.2206 4.5766 3.7054
N 0.2785 5.3818 2.6944
N 0.3189 4.5752 1.6078
C 0.2884 3.2799 1.8987
S 0.3142 2.1433 0.5866
N 0.2194 3.2575 3.2488
N 0.1380 2.1108 4.0363
H 0.1800 6.0477 5.1957
H 1.0200 4.5714 5.6840
H -0.7521 4.6026 5.6057
H 0.3832 4.9873 0.6864
H 0.9002 2.1365 4.7078
H -0.7304 2.1551 4.5647
N -6.2802 -3.1625 -0.9335
C -4.8673 -3.6944 -1.0861
C -3.8404 -3.0272 -0.1537
N -3.0550 -1.9036 -0.6661
H -6.9321 -3.6985 -1.5157
H -6.3707 -2.1831 -1.2121
H -6.6113 -3.2446 0.0315
H -4.6042 -3.5666 -2.1345
H -4.9386 -4.7605 -0.8796
H -3.1422 -3.8167 0.1241
H -4.3251 -2.7223 0.7782
H -3.6275 -1.1033 -0.9086
H -2.5476 -2.1782 -1.4997
```

⟨S²⟩ ... 0.764
Frontier orbital gap (alpha / beta) ... 6.06 / 3.19 eV
Energy above the lowest of the compared OMol25 structures with the same formula, charge and spin ... 53.6 kcal per mole
Multiplicity ... 2
Highest occupied orbital energy (alpha / beta) ... -17.54 / -17.56 eV
Total charge ... +4